Molecular formula: C21H43N4O13S4
Method: DFT, ωB97M-V with the def2-TZVPD basis set

Last columns: bonded neighbours and bond lengths (Å).
CARTESIAN COORDINATES (ANGSTROEM)
1 N 4.1613 -5.2581 3.2371  C2 1.347, H15 1.034, H16 1.035
2 C 4.3252 -4.0088 2.7609  N1 1.347, N3 1.460, N6 1.437
3 N 4.5963 -2.8567 3.6160  C2 1.460, C4 1.441
4 C 4.6450 -1.7578 2.6851  N3 1.441, N5 1.440, H17 1.134
5 N 4.4297 -2.2690 1.3560  C4 1.440, N6 1.357, H18 1.033
6 N 4.2154 -3.6083 1.3851  C2 1.437, N5 1.357, C7 1.484
7 C 3.9304 -4.3585 0.1369  N6 1.484, O8 1.455, H19 1.158, H20 1.151
8 O 2.5189 -4.4993 -0.1864  C7 1.455, C9 1.433
9 C 1.6709 -3.8348 0.7588  O8 1.433, C10 1.585, C14 1.557
10 C 1.3209 -2.2948 0.6191  C9 1.585, C11 1.542, H21 1.159
11 C 0.4430 -1.5989 1.6790  C10 1.542, C12 1.554, H22 1.149
12 C -0.1258 -2.4057 2.8792  C11 1.554, C13 1.554, H23 1.136
13 C 0.1995 -3.9203 2.9980  C12 1.554, C14 1.546, H24 1.149
14 C 1.0794 -4.6420 1.9520  C9 1.557, C13 1.546, H25 1.143
15 H 3.4463 -5.9051 2.8643  N1 1.034
16 H 4.7395 -5.5148 4.0563  N1 1.035
17 H 4.8074 -0.6475 2.8485  C4 1.134
18 H 4.3828 -1.7270 0.4780  N5 1.033
19 H 4.3881 -3.7300 -0.7213  C7 1.158
20 H 4.4858 -5.3659 0.0930  C7 1.151
21 H 1.8051 -1.7686 -0.2936  C10 1.159
22 H 0.2584 -0.4739 1.5368  C11 1.149
23 H -0.7581 -1.8885 3.6688  C12 1.136
24 H -0.2193 -4.5108 3.8907  C13 1.149
25 H 1.2652 -5.7593 2.1019  C14 1.143
26 O -3.3307 0.3512 4.1478  S27 1.439
27 S -2.6926 1.4390 3.4539  O26 1.439, O28 1.443, O29 1.616, C32 1.769
28 O -1.2576 1.5822 3.4177  S27 1.443
29 O -3.3425 2.8327 3.9508  S27 1.616, C30 1.429
30 C -3.3190 3.1365 5.3470  O29 1.429, C31 1.518, H33 1.094, H34 1.092
31 C -1.9288 3.5245 5.8161  C30 1.518, H35 1.092, H36 1.092, H37 1.093
32 C -3.2922 1.4869 1.7900  S27 1.769, H38 1.090, H39 1.091, H40 1.089
33 H -3.7129 2.2971 5.9275  C30 1.094
34 H -3.9955 3.9803 5.5002  C30 1.092
35 H -1.2360 2.6841 5.7387  C31 1.092
36 H -1.9477 3.8456 6.8599  C31 1.092
37 H -1.5268 4.3329 5.2007  C31 1.093
38 H -4.3795 1.4175 1.8001  C32 1.090
39 H -2.8669 0.6334 1.2605  C32 1.091
40 H -2.9639 2.4136 1.3218  C32 1.089
41 O 1.9863 0.2928 -2.3299  S42 1.439
42 S 3.2814 0.0383 -2.9045  O41 1.439, O43 1.444, O44 1.615, C47 1.769
43 O 4.4554 -0.1510 -2.0853  S42 1.444
44 O 3.5966 1.1708 -4.0124  S42 1.615, C45 1.430
45 C 3.5624 2.5439 -3.6132  O44 1.430, C46 1.518, H48 1.094, H49 1.092
46 C 4.7691 2.9169 -2.7717  C45 1.518, H50 1.092, H51 1.092, H52 1.093
47 C 3.1546 -1.3375 -4.0095  S42 1.769, H53 1.090, H54 1.091, H55 1.090
48 H 2.6291 2.7658 -3.0876  C45 1.094
49 H 3.5671 3.1410 -4.5279  C45 1.092
50 H 4.7654 2.3865 -1.8174  C46 1.092
51 H 4.7760 3.9878 -2.5577  C46 1.092
52 H 5.6949 2.6496 -3.2866  C46 1.093
53 H 2.2931 -1.1938 -4.6617  C47 1.090
54 H 3.0214 -2.2354 -3.4048  C47 1.091
55 H 4.0750 -1.4137 -4.5874  C47 1.090
56 O -4.0646 4.3373 0.2148  S57 1.441
57 S -3.3744 5.5263 0.6460  O56 1.441, O58 1.439, O59 1.617, C62 1.770
58 O -3.3900 5.9610 2.0178  S57 1.439
59 O -3.8188 6.7620 -0.2976  S57 1.617, C60 1.430
60 C -5.2099 7.0786 -0.3942  O59 1.430, C61 1.518, H63 1.094, H64 1.093
61 C -5.7241 7.7497 0.8663  C60 1.518, H65 1.092, H66 1.092, H67 1.093
62 C -1.6869 5.4288 0.1202  S57 1.770, H68 1.090, H69 1.091, H70 1.089
63 H -5.7904 6.1820 -0.6304  C60 1.094
64 H -5.3219 7.7663 -1.2357  C60 1.093
65 H -5.6883 7.0695 1.7195  C61 1.092
66 H -6.7603 8.0705 0.7391  C61 1.092
67 H -5.1098 8.6173 1.1184  C61 1.093
68 H -1.6565 5.1362 -0.9293  C62 1.090
69 H -1.1934 4.6751 0.7350  C62 1.091
70 H -1.2129 6.3981 0.2709  C62 1.089
71 O 0.1508 -3.5621 -5.5701  S72 1.440
72 S -1.1914 -4.0338 -5.3468  O71 1.440, O73 1.439, O74 1.619, C77 1.770
73 O -2.3185 -3.1397 -5.3258  S72 1.439
74 O -1.2125 -4.9304 -3.9993  S72 1.619, C75 1.428
75 C -0.7513 -4.3352 -2.7857  O74 1.428, C76 1.512, H78 1.094, H79 1.093
76 C -1.7471 -3.3394 -2.2353  C75 1.512, H80 1.092, H81 1.093, H82 1.092
77 C -1.5395 -5.3326 -6.4975  S72 1.770, H83 1.090, H84 1.090, H85 1.089
78 H 0.2301 -3.8729 -2.9300  C75 1.094
79 H -0.6256 -5.1442 -2.0618  C75 1.093
80 H -1.8535 -2.4794 -2.8994  C76 1.092
81 H -1.4213 -2.9733 -1.2586  C76 1.093
82 H -2.7363 -3.7920 -2.1341  C76 1.092
83 H -0.7106 -6.0402 -6.4986  C77 1.090
84 H -1.6473 -4.8789 -7.4831  C77 1.090
85 H -2.4706 -5.8197 -6.2101  C77 1.089

Summary:
Calculated total energy: -3615.3881 Eh
Kohn-Sham gap: 8.28 eV
E_HOMO: -11.67 eV
Charge: +1